C32H21Cl2FeN7O8 | wB97M-V/def2-TZVPD

```
71
Properties=species:S:1:pos:R:3:forces:R:3:mulliken_charge:R:1
Fe -3.085 2.715 -1.046 0.0 0.0 0.0 0.102
Cl -6.618 2.290 2.465 0.0 0.0 0.0 -0.252
C -6.440 1.483 0.937 0.0 0.0 0.0 0.228
C -7.420 0.572 0.537 0.0 0.0 0.0 -0.660
C -7.329 -0.103 -0.652 0.0 0.0 0.0 0.694
Cl -8.584 -1.238 -1.100 0.0 0.0 0.0 -0.305
C -6.230 0.107 -1.512 0.0 0.0 0.0 -0.192
C -6.011 -0.538 -2.750 0.0 0.0 0.0 -0.885
C -4.891 -0.248 -3.476 0.0 0.0 0.0 -0.918
C -3.970 0.698 -2.991 0.0 0.0 0.0 -0.054
N -4.160 1.316 -1.850 0.0 0.0 0.0 0.443
C -5.258 1.038 -1.098 0.0 0.0 0.0 0.409
C -5.315 1.766 0.151 0.0 0.0 0.0 0.603
O -4.375 2.567 0.448 0.0 0.0 0.0 -0.888
H -8.266 0.398 1.189 0.0 0.0 0.0 0.418
H -6.734 -1.259 -3.107 0.0 0.0 0.0 0.392
H -4.697 -0.733 -4.422 0.0 0.0 0.0 0.436
H -3.067 0.950 -3.534 0.0 0.0 0.0 0.414
O -4.660 5.956 -2.941 0.0 0.0 0.0 -0.790
C -3.963 4.973 -2.711 0.0 0.0 0.0 0.300
O -4.101 4.211 -1.694 0.0 0.0 0.0 -0.479
C -2.870 4.644 -3.727 0.0 0.0 0.0 0.073
C -2.813 5.463 -4.832 0.0 0.0 0.0 -0.541
C -1.870 5.281 -5.840 0.0 0.0 0.0 -0.508
C -0.972 4.232 -5.779 0.0 0.0 0.0 -0.434
C -1.047 3.391 -4.699 0.0 0.0 0.0 -0.027
C -1.929 3.573 -3.581 0.0 0.0 0.0 0.719
O -1.798 2.834 -2.551 0.0 0.0 0.0 -0.481
N -0.167 2.233 -4.727 0.0 0.0 0.0 0.936
O -0.648 1.141 -4.474 0.0 0.0 0.0 -0.530
O 1.003 2.394 -5.035 0.0 0.0 0.0 -0.631
N -1.833 6.170 -6.982 0.0 0.0 0.0 1.025
O -0.997 5.960 -7.852 0.0 0.0 0.0 -0.676
O -2.634 7.088 -7.030 0.0 0.0 0.0 -0.645
H -3.532 6.269 -4.887 0.0 0.0 0.0 0.627
H -0.250 4.065 -6.564 0.0 0.0 0.0 0.551
N 0.633 0.552 -2.027 0.0 0.1 0.0 -0.193
C 1.012 0.079 -0.827 0.0 0.0 0.1 0.398
N 2.185 -0.565 -0.751 0.2 0.0 -0.1 -0.277
N 0.275 0.227 0.268 0.1 0.0 0.0 -0.726
C -0.823 0.909 0.062 -0.1 -0.1 0.0 0.847
N -1.793 1.495 -0.172 0.0 0.0 0.0 -0.224
H 1.237 0.514 -2.829 0.0 0.0 0.0 0.214
H -0.209 1.108 -2.121 0.0 0.0 0.0 0.038
H 2.615 -0.856 -1.611 0.0 0.0 0.0 0.222
H 2.453 -1.121 0.060 -0.3 0.0 0.1 0.212
C 7.401 -5.721 7.916 0.0 0.0 0.0 -0.411
C 7.477 -4.409 8.358 0.0 0.0 0.0 -0.441
C 6.888 -3.388 7.622 0.0 0.0 0.0 -0.503
C 6.210 -3.648 6.431 0.0 0.0 0.0 0.885
C 6.142 -4.976 5.999 0.0 0.0 0.0 -0.322
C 6.727 -5.995 6.728 0.0 0.0 0.0 -0.448
C 5.588 -2.545 5.658 0.0 0.0 0.0 -1.080
C 4.931 -2.694 4.532 0.0 0.0 0.0 -0.151
C 4.265 -2.847 3.377 0.0 0.0 0.0 0.760
C 2.833 -3.078 3.316 0.0 0.0 0.0 -0.899
C 2.180 -3.267 2.127 0.0 0.0 0.0 -0.023
C 2.844 -3.230 0.888 0.1 -0.1 -0.1 -1.194
C 4.228 -2.998 0.919 0.0 0.0 0.0 0.077
C 4.924 -2.797 2.085 0.0 0.0 0.0 -0.814
H 7.859 -6.521 8.486 0.0 0.0 0.0 0.343
H 7.998 -4.177 9.281 0.0 0.0 0.0 0.329
H 6.950 -2.363 7.973 0.0 0.0 0.0 0.295
H 5.614 -5.179 5.074 0.0 0.0 0.0 0.363
H 6.659 -7.017 6.372 0.0 0.0 0.0 0.338
H 5.730 -1.560 6.125 0.0 0.0 0.0 0.145
H 2.277 -3.097 4.246 0.0 0.0 0.0 0.333
H 1.108 -3.439 2.151 0.0 0.0 0.0 0.343
H 2.339 -3.476 -0.038 -0.1 0.0 0.0 0.456
H 4.784 -2.971 -0.016 0.0 0.0 0.0 0.310
H 5.990 -2.608 2.056 0.0 0.0 0.0 0.326
```
Positions in Å, forces in eV/Å.

Calculated values
Energy in Ha: -4401.321090
LUMO energy in eV: 3.35
HOMO-LUMO gap in eV: 4.5
Maximum force in eV/Å: 0.35
Total charge: -2
Energy relative to the best compared isomer or geometry (same formula, charge and spin) in kJ/mol: 112.8